Record 1
150
Properties=species:S:1:pos:R:3:forces:R:3 method="wB97M-V/def2-TZVPD" charge=+1 energy_ev=-147114.618 spin_multiplicity=6 mol_weight_g_mol=1087.96 homo_ev="-10.248 / -10.248" orbital_gap_ev="6.3179 / 3.7128"
N 0.955936 -9.831021 -13.902429 -6.916 -0.295 -2.660
C 4.025866 -7.660958 -17.094170 0.651 -1.635 1.604
H -4.223015 -2.431193 -12.814069 -0.443 0.043 -0.386
H 1.738024 0.274702 -21.754803 0.362 0.047 0.136
H -1.372002 -3.045696 -18.177510 -0.134 0.244 0.319
H 7.078462 -2.314073 -8.544680 -0.352 -0.083 -0.020
H 3.141315 -5.915675 -7.796162 0.674 -0.994 -0.617
H -3.973500 -0.005785 -10.272650 -0.112 0.583 -0.261
H 9.186317 -6.292890 -10.881186 -0.247 0.294 -0.186
H 2.213204 -8.864891 -17.281419 0.330 -0.222 -0.581
H 10.156643 -10.609393 -10.451220 0.071 -0.308 0.406
H 2.099305 -7.262804 -18.066824 0.164 -0.086 -0.176
H -2.374015 -2.853715 -14.847304 -0.136 -0.553 -0.920
F 0.639135 -6.047310 -14.565365 -0.296 -0.867 0.600
H 1.167182 -1.421865 -16.286586 0.176 0.234 0.751
H 6.981023 1.548294 -8.981453 -0.168 -0.376 -0.142
H 8.324420 -7.416041 -9.900799 0.286 -0.656 -0.085
O 1.021722 -1.459866 -8.721399 -0.392 -0.699 -2.727
H 4.217197 -9.559269 -15.866849 1.330 -0.494 -0.907
C 3.293747 -3.966645 -11.437504 1.957 -0.542 0.851
C 8.470367 -7.112855 -10.937567 0.281 -0.085 -0.146
H 0.275030 0.275740 -18.479817 -0.086 0.507 -0.173
F 2.787485 -5.869287 -14.243640 -0.856 0.354 0.034
C 2.176537 -10.055385 -13.643185 3.551 -2.600 1.488
N 9.276911 -3.099100 -13.501204 2.285 1.440 -1.609
H -1.185633 -2.731085 -12.851929 -0.065 0.257 0.566
H 11.853915 -10.615406 -10.879392 0.226 0.111 -0.266
H 7.850311 -0.808255 -12.236595 0.220 -0.174 0.412
H 2.154552 1.326006 -20.357062 -0.013 -0.026 0.172
Fe -1.021635 -4.428157 -10.224472 4.056 0.762 -2.441
H 6.844386 -1.720192 -10.089333 0.418 0.400 0.273
C 3.230073 0.917093 -14.568503 0.152 1.172 -0.531
O -0.962917 -0.466340 -9.581826 0.575 -0.310 -1.853
C 1.247515 -0.557312 -11.358967 -0.093 0.404 -1.785
H 4.022230 -8.233882 -14.973609 -0.432 0.711 0.125
H 6.765029 0.373711 -10.306003 0.354 0.703 -0.386
H 3.079129 -0.081755 -14.977914 0.006 -0.403 0.485
F 2.330672 -1.241513 -11.760620 0.454 0.290 1.906
H 4.086095 -6.640665 -10.879112 -0.169 -0.153 -0.080
C -2.198501 -3.133825 -12.851514 0.508 1.655 -0.845
H -3.264021 -4.333893 -11.689765 -0.654 0.320 0.635
H 1.020630 -4.989103 -8.574357 2.069 -0.603 0.142
C 8.976857 -8.148332 -11.962544 0.626 -0.769 1.131
C 5.006447 0.492706 -13.055999 0.803 0.160 -2.623
H 1.140849 -2.552228 -18.234535 -0.211 -0.405 -0.483
H 2.890780 1.585522 -15.359809 0.205 0.179 -0.095
C 4.569015 -8.527611 -15.869625 -1.371 3.100 0.607
N 2.656027 -9.024472 -12.970276 1.791 1.451 0.859
N 6.890963 -0.521426 -12.104343 0.967 0.128 0.807
H 8.727690 -7.718573 -12.932765 0.188 -0.288 -0.315
N 7.805834 -4.661648 -13.374393 -1.823 -3.541 -2.122
S 0.150517 -1.326882 -9.902069 0.597 1.109 4.570
C 8.355320 -3.671962 -12.742381 0.207 1.657 2.117
C -2.294309 -3.761749 -14.249631 -0.111 1.181 0.416
H 8.303086 -4.975195 -14.195689 -0.558 -0.424 0.180
H 5.307624 -4.876369 -11.241591 0.121 0.106 -0.044
H -0.084627 -4.501650 -7.661835 -0.074 0.231 0.363
H 7.051787 1.083746 -13.390067 -0.066 0.122 0.046
H 6.349005 -0.326829 -15.437171 0.343 0.436 -0.144
H 5.622446 -6.293487 -14.544937 -0.341 -0.089 -0.396
C 1.047424 -0.479565 -18.624791 -0.776 0.546 -0.443
H 11.425282 -10.089367 -9.251733 -0.253 -0.400 -0.017
C 6.780660 -0.747405 -14.528948 -1.688 0.821 -0.275
F 1.439484 -4.129238 -14.274058 0.424 0.129 0.528
O 4.596585 1.204894 -14.298088 -0.604 -1.046 2.069
H -1.372185 -4.292426 -14.486621 0.047 0.093 -0.035
C 1.537288 -5.639797 -12.232621 0.663 0.711 0.828
H 9.432535 -3.493856 -14.417747 0.235 0.442 0.223
N 5.297096 -8.760135 -8.983255 3.206 -4.627 0.294
H 4.297340 -7.522793 -18.967325 0.538 -0.118 -0.955
H 1.424355 -6.723918 -12.226969 0.436 -0.180 0.262
H 9.893182 -2.347491 -13.226621 -0.381 -0.274 0.295
C 6.905656 -0.399977 -8.522392 -1.187 1.648 1.285
H 7.205414 -5.325778 -12.906925 0.247 0.300 0.025
O -0.351370 -2.681722 -10.423779 0.500 1.294 -0.387
N 0.228201 -1.632513 -16.593253 0.727 0.628 -0.504
O 6.819317 -0.269805 -7.339678 0.731 0.069 3.532
F 0.482508 -0.737703 -12.440492 -1.366 0.886 -0.069
N 4.738925 -8.106980 -18.271746 -0.574 0.146 -0.243
H 1.918136 -8.391205 -12.697197 1.525 0.336 0.617
N 6.944704 0.604502 -9.339291 0.458 3.064 -2.467
H 5.601698 -9.339193 -9.752676 0.413 -0.512 0.752
C -4.048457 -0.347257 -11.305062 -1.062 1.762 0.531
O -3.241377 -1.418000 -11.359855 2.239 -3.523 -0.220
F 1.583943 0.781243 -11.253763 -0.898 -2.696 0.534
H 1.960863 -0.100877 -18.166190 0.007 -0.390 0.975
H -1.747721 -1.355400 -18.753677 0.179 0.230 0.851
O 8.024260 -3.310041 -11.629356 -0.156 0.488 0.945
H 0.433090 -9.011302 -13.628936 0.302 -0.277 -0.343
H 3.411056 -3.495468 -12.413385 -0.149 -0.180 -0.127
C 6.481733 0.158608 -13.304900 -0.284 -0.667 -0.141
O 5.932739 -8.237103 -15.567125 0.267 -0.265 0.451
H -5.086582 -0.603924 -11.516055 -0.324 0.033 -0.115
H 8.627429 -9.741158 -10.877099 -0.554 -0.043 0.618
N 4.520319 -7.510809 -10.606317 -0.535 1.546 -3.719
O 10.983932 -8.736373 -10.599827 0.003 1.373 0.160
H 7.833536 -0.970942 -14.700946 -0.128 -0.026 0.321
H 4.244394 -6.601441 -16.960877 -0.059 0.244 0.705
H 3.619541 -9.118486 -12.682362 -0.529 0.608 0.447
C -3.241019 -1.994610 -12.631907 0.795 -1.003 -0.154
H -2.136062 -6.796795 -9.336585 -0.124 -0.024 0.687
H 0.442563 0.949267 -20.851518 -0.011 0.575 0.243
O 2.800453 -5.348775 -11.574011 -0.860 0.227 -1.200
O -1.717352 -6.271716 -10.018648 -0.682 -0.888 0.070
H -0.819661 -2.410978 -19.677919 0.033 -0.215 -0.212
H 2.610925 1.174056 -13.709008 -0.158 -0.491 0.133
H 10.963721 -9.075326 -12.597343 -0.610 -0.578 -0.331
H 6.623025 -6.467679 -16.142749 -0.635 1.216 0.150
C 4.771272 -4.065812 -10.748227 -2.013 -0.276 -1.100
H -3.126441 -4.455359 -14.370381 -0.305 0.282 -0.135
H 0.461503 -10.527776 -14.441098 -0.050 0.138 0.185
H -2.182035 -4.979240 -12.523206 0.741 -0.920 0.405
H 4.854558 -8.086896 -11.365608 0.357 0.046 0.611
H 5.326716 -3.141021 -10.904242 -0.215 -0.087 0.045
O 2.756856 -11.117878 -13.823722 0.277 0.342 -0.695
C -0.993080 -2.133408 -18.638215 1.611 -0.184 -1.493
H 7.483686 -6.770160 -11.249206 0.021 0.264 -0.089
N 6.727258 -1.547791 -9.101071 -0.014 -5.389 -1.733
C 10.536444 -8.382695 -11.872223 -0.878 0.788 -0.864
H 2.018642 -7.502942 -16.340115 0.142 0.475 0.156
H 5.690582 -7.791684 -18.149110 0.312 -0.109 -0.360
H 5.282190 -9.056292 -8.017764 0.127 -0.060 -0.429
N -2.280966 -4.204938 -11.882288 -0.921 -1.186 0.579
O 2.421393 -5.293913 -7.689548 -0.942 0.829 0.252
H 7.269852 -6.989797 -14.686062 -0.184 -0.202 0.506
H -3.000417 -1.237237 -13.377967 -0.223 0.124 -0.270
C 1.462176 0.578925 -20.745121 -0.777 -1.047 -0.162
C 6.305298 -6.861054 -15.177132 0.640 -2.423 -1.510
H 4.875622 0.989276 -12.094540 -0.026 0.859 -0.320
C 0.413048 -1.758734 -18.064946 -0.871 -0.282 0.582
O 0.540772 -5.102514 -11.447382 -1.978 0.585 -0.078
O 1.393389 -0.629623 -19.983047 -0.062 -0.275 -0.440
H 6.388377 -1.383267 -11.947079 -0.221 -0.210 -0.442
N 8.281715 -9.458631 -11.783059 0.542 0.850 -0.133
H 10.959945 -7.445310 -12.232872 0.478 0.393 0.730
O 4.152756 -7.075890 -8.483698 -2.713 4.643 4.153
C 11.101191 -10.089094 -10.292443 0.115 -0.279 0.160
O 0.119955 -4.665131 -8.582515 -2.250 0.268 -0.007
H 2.833768 -4.508725 -7.329474 0.026 0.392 0.127
C 2.538067 -7.825156 -17.242603 -0.793 -0.329 0.714
H 0.046250 -2.551613 -16.216097 -0.155 -0.231 -0.033
H 2.669259 -3.331615 -10.809126 -0.309 -0.468 -0.035
H 8.866556 -10.056911 -12.348862 -0.466 -0.631 -0.668
H -3.685118 0.359507 -12.051094 -0.311 0.733 0.207
H -1.674742 -6.853758 -10.777365 0.232 -0.170 -0.503
H 4.717790 -4.298103 -9.684601 -0.158 0.107 -0.077
C 1.573134 -5.402271 -13.866523 0.962 1.041 1.196
C 4.674378 -7.703561 -9.322039 -0.306 -1.223 -1.483
H 4.438447 -0.429410 -12.932791 -0.136 -0.310 -0.412
H 6.155128 -1.633880 -14.424186 0.422 -0.573 0.294

=====

Record 2
10
Properties=species:S:1:pos:R:3:forces:R:3 method="wB97M-V/def2-TZVPD" charge=-1 energy_ev=-10126.072 mol_weight_g_mol=99.07 homo_ev="-4.736 / -4.930" e_above_lowest_ev=4.530 orbital_gap_ev="8.8398 / 9.1763"
H -0.608572 -1.649591 -2.714919 -0.654 1.328 1.500
H 0.209104 1.777696 1.474234 -1.609 0.878 -2.175
C -0.665241 -0.984571 -1.777718 1.317 -2.964 -1.579
N -0.036163 -1.402475 -0.657519 0.388 -1.075 1.051
H 1.542312 -0.130384 1.519086 -0.376 0.526 0.924
N 0.742103 0.116385 2.159128 -0.350 -0.269 -2.977
N -1.055458 0.230372 -1.707453 -1.524 2.972 -2.623
C -0.180059 -0.316013 0.031169 1.217 1.753 2.771
N -0.696677 0.772364 -0.522636 0.098 -1.320 1.457
O 0.748651 1.586217 2.196627 1.494 -1.828 1.652